# 1
Density functional theory data (ωB97M-V/def2-TZVPD) for a structure of composition C34H31BCrIN11O3PS in a non-equilibrium geometry.

Computed properties:
2S+1: 6
Lowest unoccupied orbital energy (alpha / beta): -0.5 / -0.3 eV
HOMO level (alpha / beta): -0.192 / -0.285 hartree
Kohn-Sham gap (alpha / beta): 4.764 / 7.401 eV
Expectation value of S²: 8.783
Energy above the lowest of the compared OMol25 structures with the same formula, charge and spin: 0.0 kJ/mol
E_tot: -4248.87416 hartree

The geometry in XYZ format:
```
84
Properties=species:S:1:pos:R:3:lowdin_spin:R:1
Cr 11.29 10.91 15.55 3.708
C 11.95 10.29 19.63 0.004
C 11.30 10.04 18.44 0.020
N 11.64 11.01 17.56 0.042
N 12.50 11.90 18.19 0.009
C 12.65 11.51 19.48 0.014
B 13.20 13.01 17.28 0.002
N 12.03 13.72 16.56 0.002
C 11.70 15.03 16.42 0.015
C 10.71 15.15 15.39 0.003
C 10.45 13.83 15.01 0.025
N 11.17 12.96 15.79 0.011
N 13.93 12.17 16.28 0.003
C 15.30 11.94 16.11 0.021
C 15.45 11.13 14.97 0.002
C 14.15 10.76 14.55 0.028
N 13.23 11.40 15.37 -0.003
N 14.03 13.84 18.25 0.000
C 15.08 13.39 19.14 0.000
C 15.76 14.51 19.56 0.000
C 15.15 15.65 18.90 0.000
N 14.13 15.19 18.16 0.000
H 11.90 9.71 20.57 0.000
H 10.68 9.24 18.09 0.002
H 13.09 12.17 20.24 0.001
H 12.18 15.83 16.93 0.001
H 10.31 16.00 14.82 0.000
H 9.84 13.33 14.28 0.006
H 16.08 12.52 16.61 0.001
H 16.39 10.76 14.58 0.000
H 13.85 10.11 13.77 0.003
H 15.21 12.36 19.47 0.000
H 16.68 14.52 20.16 0.000
H 15.35 16.72 18.92 0.000
O 7.01 10.76 10.93 0.022
S 7.73 12.04 11.11 0.032
O 7.52 12.73 12.39 0.013
O 9.34 11.66 11.04 0.020
C 7.70 12.88 9.52 0.184
C 6.77 13.71 8.87 0.003
C 6.77 13.84 7.46 0.133
C 7.74 13.22 6.68 0.050
C 8.77 12.51 7.26 0.085
C 8.73 12.38 8.66 0.149
P 9.92 11.38 9.43 0.157
C 11.56 12.03 9.66 0.033
C 12.19 12.51 8.49 0.009
C 13.46 13.08 8.59 0.000
C 14.07 13.21 9.81 0.004
C 13.46 12.79 10.99 0.002
C 12.26 12.08 10.90 0.014
C 9.96 9.63 9.06 0.021
C 8.80 8.88 9.04 0.016
C 8.80 7.52 9.34 -0.003
C 10.04 6.85 9.60 0.020
C 11.20 7.60 9.66 -0.001
C 11.16 8.99 9.44 0.019
H 6.06 14.29 9.45 -0.002
H 6.05 14.50 7.00 0.009
H 7.66 13.37 5.58 0.000
H 9.54 12.05 6.68 0.006
H 11.63 12.48 7.53 0.003
H 13.95 13.47 7.69 0.000
H 15.04 13.71 9.93 0.000
H 13.84 13.06 11.94 0.000
H 11.95 11.57 11.79 0.006
H 7.87 9.37 8.85 0.001
H 7.82 6.96 9.42 0.000
H 10.08 5.77 9.82 0.001
H 12.13 7.06 9.85 0.000
H 12.13 9.53 9.42 0.000
I 11.92 8.17 14.90 0.005
N 6.48 9.42 13.69 -0.001
C 7.16 9.81 14.78 0.001
C 8.56 9.88 14.75 0.026
N 9.26 10.43 15.73 0.015
C 8.60 10.89 16.85 0.013
C 7.19 10.75 16.88 -0.003
N 6.49 10.17 15.87 0.010
H 6.98 9.53 12.79 0.000
H 5.45 9.46 13.66 0.000
H 9.06 9.62 13.82 0.005
H 9.12 11.51 17.57 0.001
H 6.63 11.14 17.73 0.000
```

---

# 2
Density functional theory data (ωB97M-V/def2-TZVPD) for the molecule CH3NOP2 in a non-equilibrium geometry.

Computed properties:
2S+1: 1
Lowest unoccupied orbital energy (alpha / beta): -1.9 / -2.0 eV
HOMO level (alpha / beta): -0.355 / -0.355 hartree
Kohn-Sham gap (alpha / beta): 7.721 / 7.706 eV
Energy above the lowest of the compared OMol25 structures with the same formula, charge and spin: 318.1 kJ/mol
E_tot: -852.41373 hartree

The geometry in XYZ format:
```
8
Properties=species:S:1:pos:R:3:nbo_charge:R:1
C 2.13 0.11 0.53 0.098
N -0.40 -1.42 1.22 -0.972
O 3.05 0.74 0.13 -0.512
P 1.61 -1.36 -0.40 0.413
P -0.36 -0.59 -0.02 0.983
H 1.56 0.39 1.36 0.136
H -0.43 0.84 -0.45 -0.050
H -0.96 -1.01 -1.09 -0.096
```

---

# 3
Density functional theory data (ωB97M-V/def2-TZVPD) for a structure of composition C34H32AsI2N3NiO2SSe.

Computed properties:
2S+1: 1
Lowest unoccupied orbital energy (alpha / beta): 0.2 / 0.2 eV
HOMO level (alpha / beta): -0.261 / -0.261 hartree
Kohn-Sham gap (alpha / beta): 7.328 / 7.327 eV
Energy above the lowest of the compared OMol25 structures with the same formula, charge and spin: 34.7 kJ/mol
E_tot: -8768.70634 hartree

The geometry in XYZ format:
```
77
Properties=species:S:1:pos:R:3:mulliken_charge:R:1
Ni -0.28 0.19 0.10 -0.482
S -0.41 1.98 1.43 -0.356
C -1.57 3.11 0.77 0.964
C -1.92 4.23 1.52 -0.877
C -2.80 5.18 1.02 -0.566
C -3.34 5.04 -0.26 -0.822
C -3.00 3.93 -1.01 -0.307
C -2.13 2.97 -0.50 -0.708
As -1.62 1.38 -1.42 1.865
C -3.20 0.28 -1.32 0.362
C -3.28 -0.87 -2.10 -0.397
C -4.30 -1.79 -1.90 -0.746
C -5.25 -1.56 -0.91 -0.642
C -5.17 -0.42 -0.12 -0.758
C -4.15 0.50 -0.33 -0.757
C -1.53 1.96 -3.27 0.105
C -0.42 2.71 -3.65 -0.550
C -0.29 3.17 -4.95 -0.922
C -1.28 2.87 -5.88 -0.464
C -2.39 2.12 -5.51 -0.662
C -2.51 1.67 -4.20 -0.016
H -1.50 4.35 2.51 0.465
H -3.06 6.04 1.62 0.371
H -4.01 5.79 -0.65 0.407
H -3.41 3.80 -2.01 0.470
H -2.51 -1.08 -2.84 0.571
H -4.34 -2.69 -2.50 0.424
H -6.04 -2.28 -0.74 0.413
H -5.90 -0.24 0.66 0.427
H -4.08 1.39 0.30 0.391
H 0.35 2.96 -2.91 0.599
H 0.57 3.75 -5.24 0.419
H -1.18 3.22 -6.90 0.381
H -3.16 1.90 -6.23 0.429
H -3.38 1.09 -3.91 0.375
I -0.76 -3.69 -3.19 -0.008
C -1.31 -3.53 -1.18 -0.284
C -1.97 -4.60 -0.56 -0.288
C -2.36 -4.53 0.75 -0.313
I -3.32 -6.18 1.60 0.040
C -2.11 -3.35 1.50 0.830
C -2.43 -3.15 2.86 -0.831
C -2.13 -1.96 3.47 -1.110
C -1.52 -0.94 2.72 -0.372
N -1.22 -1.10 1.45 0.807
C -1.48 -2.27 0.84 0.304
C -1.05 -2.33 -0.52 -0.415
O -0.46 -1.31 -1.05 0.606
H -2.16 -5.50 -1.13 0.386
H -2.91 -3.95 3.42 0.203
H -2.36 -1.79 4.51 0.427
H -1.30 0.03 3.14 0.461
C 4.17 -2.39 -0.09 -0.912
N 4.24 -0.95 -0.18 0.388
C 5.20 -0.24 -0.87 -0.561
C 4.90 1.07 -0.72 -0.475
N 3.78 1.14 0.07 0.407
C 3.07 2.35 0.43 -0.704
C 3.36 -0.09 0.40 -0.454
Se 1.91 -0.54 1.45 -0.170
H 4.52 -2.83 -1.02 0.374
H 3.13 -2.68 0.09 0.269
H 4.78 -2.76 0.74 0.292
H 6.00 -0.72 -1.40 0.536
H 5.39 1.95 -1.11 0.436
H 3.57 3.20 -0.04 0.310
H 3.06 2.48 1.51 0.320
H 2.04 2.29 0.10 0.039
C 2.91 -0.54 -3.96 -1.447
C 1.94 -0.74 -2.81 0.216
O 1.75 0.45 -2.05 0.154
H 3.01 -1.47 -4.54 0.402
H 3.89 -0.25 -3.60 0.268
H 2.55 0.23 -4.64 0.312
H 2.32 -1.48 -2.10 0.200
H 0.98 -1.12 -3.16 0.040
H 1.32 1.10 -2.62 -0.086
```

---

# 4
Density functional theory data (ωB97M-V/def2-TZVPD) for a structure of composition C18H19AsCl2MnN4O8S2.

Computed properties:
2S+1: 5
Lowest unoccupied orbital energy (alpha / beta): 1.3 / 2.6 eV
Charge: -1
HOMO level (alpha / beta): -0.184 / -0.186 hartree
Kohn-Sham gap (alpha / beta): 6.303 / 7.702 eV
Expectation value of S²: 6.076
Energy above the lowest of the compared OMol25 structures with the same formula, charge and spin: 105.4 kJ/mol
E_tot: -6621.98777 hartree

The geometry in XYZ format:
```
55
Properties=species:S:1:pos:R:3:lowdin_spin:R:1
Mn 0.27 -0.76 -0.40 3.869
C -2.36 -1.21 5.04 0.000
C -2.68 -1.82 3.68 -0.001
N -2.91 -0.83 2.64 0.001
C -1.98 -0.33 1.77 0.002
S -0.31 -0.75 2.00 -0.033
N -2.48 0.45 0.85 -0.001
N -1.51 0.86 -0.02 0.037
C -1.83 1.72 -0.90 0.007
C -3.19 2.33 -1.08 0.002
C -0.72 2.17 -1.78 0.002
C -0.92 3.14 -2.76 0.000
C 0.18 3.65 -3.43 0.000
C 1.44 3.21 -3.07 0.001
C 1.54 2.21 -2.12 0.002
N 0.48 1.66 -1.53 0.021
H -2.20 -1.99 5.78 0.000
H -3.17 -0.56 5.38 0.000
H -1.44 -0.61 4.97 0.000
H -3.57 -2.44 3.74 0.000
H -1.86 -2.46 3.36 0.000
H -3.85 -0.57 2.40 0.000
H -3.82 2.06 -0.24 0.000
H -3.64 1.93 -1.99 0.000
H -3.13 3.41 -1.16 0.000
H -1.92 3.48 -2.99 0.000
H 0.05 4.41 -4.19 0.000
H 2.34 3.62 -3.53 0.000
H 2.50 1.83 -1.81 0.000
O 2.82 -0.31 -2.97 0.002
As 3.32 -0.68 -1.33 0.008
O 4.68 0.19 -1.08 -0.007
O 2.08 -0.31 -0.19 0.027
C 3.74 -2.56 -1.42 0.003
C 5.09 -2.84 -1.49 0.000
C 5.50 -4.17 -1.58 0.001
C 4.58 -5.20 -1.59 0.000
C 3.22 -4.92 -1.51 0.001
C 2.81 -3.60 -1.43 0.000
S 1.09 -3.25 -1.25 0.006
O 0.94 -1.94 -2.00 0.003
O 0.33 -4.34 -1.78 0.005
O 0.92 -2.92 0.16 0.039
H 3.52 0.30 -3.24 0.000
H 5.80 -2.03 -1.47 0.000
H 6.56 -4.39 -1.65 0.000
H 4.91 -6.23 -1.66 0.000
H 2.47 -5.71 -1.53 0.000
Cl -4.84 -1.67 -0.88 -0.001
C -3.40 -2.44 -1.62 -0.003
Cl -3.79 -3.13 -3.21 -0.001
C -2.25 -1.42 -1.73 0.003
O -2.27 -0.54 -2.56 0.009
O -1.39 -1.65 -0.79 -0.005
H -3.11 -3.26 -0.98 0.000
```

---

# 5
Density functional theory data (ωB97M-V/def2-TZVPD) for a structure of composition C4H3Cl2N in a non-equilibrium geometry.

Computed properties:
2S+1: 1
Lowest unoccupied orbital energy: 0.5 eV
HOMO level: -0.352 hartree
Kohn-Sham gap: 10.047 eV
Energy above the lowest of the compared OMol25 structures with the same formula, charge and spin: 203.7 kJ/mol
E_tot: -1129.28109 hartree

The geometry in XYZ format:
```
10
Properties=species:S:1:pos:R:3:nbo_charge:R:1
C -0.51 -0.26 0.09 0.133
C 1.43 -0.49 -0.20 0.175
C -1.72 -0.28 0.59 -0.424
C 0.59 0.69 -0.65 -0.286
N 0.50 -1.25 0.27 -0.389
Cl 3.08 -0.76 -0.15 0.106
Cl 0.89 2.25 0.13 -0.005
H -2.07 -1.15 1.20 0.230
H -2.53 0.52 0.37 0.225
H 0.35 0.73 -1.65 0.234
```

---

# 6
Density functional theory data (ωB97M-V/def2-TZVPD) for a cluster of 3 separate species, C16H27F6N2S in total in a non-equilibrium geometry.

Computed properties:
2S+1: 1
Lowest unoccupied orbital energy: -2.5 eV
Charge: +1
HOMO level: -0.520 hartree
Kohn-Sham gap: 11.653 eV
Energy above the lowest of the compared OMol25 structures with the same formula, charge and spin: 0.0 kJ/mol
E_tot: -1732.50916 hartree

The geometry in XYZ format:
```
52
Properties=species:S:1:pos:R:3:nbo_charge:R:1
C 2.18 -2.30 1.45 -0.662
C 1.35 -1.42 0.55 0.095
F 1.98 -0.23 0.31 -0.331
S 1.17 -2.17 -1.11 0.800
C 0.52 -3.84 -0.88 -0.751
C -0.12 -1.29 -2.04 -0.518
C -0.95 -0.35 -1.19 -0.429
C -1.82 -1.07 -0.15 -0.510
C -3.26 -1.31 -0.59 0.620
F -4.10 -0.49 0.10 -0.311
F -3.43 -1.11 -1.92 -0.315
C -3.70 -2.76 -0.27 0.922
F -3.36 -3.09 1.01 -0.313
F -3.07 -3.62 -1.11 -0.328
F -5.02 -2.91 -0.42 -0.287
H 3.12 -2.59 0.99 0.236
H 2.36 -1.71 2.34 0.266
H 1.60 -3.16 1.76 0.233
H 0.40 -1.21 1.03 0.224
H 1.02 -4.44 -1.63 0.268
H 0.80 -4.22 0.09 0.262
H -0.55 -3.86 -1.01 0.262
H 0.40 -0.75 -2.82 0.292
H -0.75 -2.06 -2.49 0.253
H -0.31 0.37 -0.69 0.236
H -1.56 0.24 -1.86 0.264
H -1.34 -2.01 0.12 0.199
H -1.82 -0.48 0.76 0.309
C 5.07 3.06 -2.25 -0.615
C 5.19 1.72 -1.53 -0.379
C 4.98 0.52 -2.46 -0.515
C 3.65 0.54 -3.07 0.323
N 2.61 0.55 -3.55 -0.383
H 4.07 3.20 -2.67 0.214
H 5.25 3.88 -1.55 0.225
H 5.79 3.14 -3.06 0.211
H 4.46 1.67 -0.72 0.204
H 6.17 1.64 -1.07 0.217
H 5.10 -0.41 -1.92 0.245
H 5.73 0.53 -3.26 0.256
C -4.61 2.86 2.52 -0.615
C -3.69 3.18 3.68 -0.380
C -2.20 3.10 3.31 -0.518
C -1.85 1.76 2.86 0.363
N -1.57 0.70 2.53 -0.425
H -4.47 1.84 2.16 0.211
H -5.65 2.96 2.82 0.229
H -4.44 3.54 1.68 0.206
H -3.89 2.50 4.51 0.213
H -3.89 4.19 4.04 0.220
H -1.57 3.35 4.16 0.260
H -1.97 3.80 2.50 0.251
```

---

# 7
Density functional theory data (ωB97M-V/def2-TZVPD) for a structure of composition C2H3N2O2S in a non-equilibrium geometry.

Computed properties:
2S+1: 1
Lowest unoccupied orbital energy: 3.7 eV
Charge: -1
HOMO level: -0.137 hartree
Kohn-Sham gap: 7.473 eV
Energy above the lowest of the compared OMol25 structures with the same formula, charge and spin: 306.4 kJ/mol
E_tot: -736.10648 hartree

The geometry in XYZ format:
```
10
Properties=species:S:1:pos:R:3:nbo_charge:R:1
C -1.36 0.86 0.20 0.455
C 0.95 -1.22 0.45 -0.291
N -0.08 1.09 -0.24 -0.579
N 0.99 -0.38 -0.49 0.231
O 1.65 -0.06 -1.48 -0.520
O -2.21 1.63 -0.22 -0.668
S -1.65 -0.32 1.41 -0.432
H 0.07 -0.94 1.25 0.243
H 1.45 -2.14 0.24 0.182
H 0.19 1.49 -1.12 0.378
```

---

# 8
Density functional theory data (ωB97M-V/def2-TZVPD) for a cluster of 2 separate species, C2H2BrF3 in total in a non-equilibrium geometry.

Computed properties:
2S+1: 1
Lowest unoccupied orbital energy: 0.2 eV
HOMO level: -0.357 hartree
Kohn-Sham gap: 9.913 eV
Energy above the lowest of the compared OMol25 structures with the same formula, charge and spin: 243.4 kJ/mol
E_tot: -2950.93120 hartree

The geometry in XYZ format:
```
8
Properties=species:S:1:pos:R:3:nbo_charge:R:1
C 0.20 -0.03 1.14 -0.596
C -0.06 0.03 -1.10 1.006
F -0.16 1.31 -1.43 -0.319
F -1.14 -0.74 -1.41 -0.331
F 1.02 -0.45 -1.73 -0.333
Br -1.41 0.44 1.96 0.106
H 0.40 -1.16 1.24 0.227
H 1.17 0.61 1.32 0.240
```